(1)
ORCA calculation (ωB97M-V/def2-TZVPD) on an isolated ion of composition C13H13NP and charge +1 in a non-equilibrium geometry.

Structure (ORCA input):
```
! wB97M-V def2-TZVPD RIJCOSX def2/J DEFGRID3
* xyz 1 1
C 0.93 -0.48 3.53
C -0.10 0.46 3.50
C 1.48 -1.43 -2.97
C 1.55 -0.85 2.32
C -0.74 0.77 2.27
C 0.47 -0.49 -2.68
C 2.34 -1.85 -2.05
C 0.89 -0.55 1.13
C -0.21 0.29 1.12
C 0.18 -0.14 -1.40
C 1.24 -0.94 -0.23
C -2.62 -0.02 -0.77
C -1.21 2.50 -0.85
N 2.25 -1.56 -0.69
P -0.98 0.73 -0.44
H 1.49 -0.86 4.39
H -0.46 0.77 4.52
H 1.74 -1.86 -3.98
H 2.39 -1.45 2.14
H -1.51 1.46 2.42
H -0.03 -0.20 -3.57
H 3.16 -2.41 -2.44
H -3.32 0.13 -0.05
H -2.46 -1.17 -0.82
H -3.06 0.42 -1.69
H -0.21 3.10 -1.00
H -1.47 3.07 0.07
H -1.73 2.56 -1.80
*
```

## Properties
energy = -24462.362 eV
HOMO-LUMO gap = 8.373 eV
lowest unoccupied orbital energy = -3.99 eV
E_HOMO = -12.4 eV
energy above the lowest of the compared OMol25 structures with the same formula, charge and spin = 0.0 kJ/mol

Löwdin population analysis, charges in e, atoms 1 to 4: -0.03 -0.03 -0.08 0.03



(2)
ORCA calculation (ωB97M-V/def2-TZVPD) on C13H14AuClN2O6 as an isolated structure.

Structure (ORCA input):
```
! wB97M-V def2-TZVPD RIJCOSX def2/J DEFGRID3
* xyz 0 1
Au -0.40 0.10 0.45
N -0.29 3.02 2.10
C -0.96 2.06 2.96
C -0.04 0.95 3.40
O 0.57 0.92 4.43
N 0.16 -0.16 2.41
C 0.87 -1.13 2.83
C 3.34 -0.55 1.03
O 3.91 -1.05 1.90
O 2.71 -0.07 0.19
H 0.58 3.37 2.48
H -0.18 2.71 1.15
H -1.82 1.66 2.42
H -1.30 2.55 3.87
H 0.99 -2.01 2.21
H 1.28 -1.12 3.83
C 1.78 1.61 -3.08
C 1.37 2.70 -2.13
C 2.23 3.16 -1.14
C 1.81 4.12 -0.24
Cl 2.91 4.64 1.02
C 0.54 4.66 -0.30
C -0.32 4.21 -1.28
C 0.09 3.24 -2.18
O -0.76 2.73 -3.14
C -2.03 2.31 -2.65
C -1.81 1.46 -1.41
O -2.29 1.85 -0.35
O -0.98 0.47 -1.51
H 2.87 1.49 -3.07
H 1.46 1.84 -4.10
H 1.31 0.67 -2.80
H 3.23 2.75 -1.06
H 0.23 5.40 0.42
H -1.33 4.60 -1.33
H -2.48 1.75 -3.47
H -2.66 3.15 -2.37
*
```

## Properties
energy = -45188.359 eV
HOMO-LUMO gap = 7.306 eV
lowest unoccupied orbital energy = -1.20 eV
E_HOMO = -8.5 eV

Löwdin population analysis, charges in e, atoms 1 to 4: 0.91 0.05 -0.21 -0.40



(3)
ORCA calculation (ωB97M-V/def2-TZVPD) on C13H14BCl5I2O2Y as an isolated structure in a non-equilibrium geometry.

Structure (ORCA input):
```
! wB97M-V def2-TZVPD RIJCOSX def2/J DEFGRID3
* xyz 1 1
Y -0.30 -0.39 -2.39
Cl 2.68 -1.65 -2.51
C 2.81 0.08 -2.75
C 1.59 0.71 -2.84
C 1.57 2.09 -2.86
Cl -0.04 2.75 -2.77
C 2.72 2.85 -2.86
Cl 2.64 4.56 -2.87
C 3.95 2.18 -2.83
Cl 5.40 3.08 -2.86
C 4.01 0.78 -2.76
Cl 5.51 -0.05 -2.68
I -3.72 -0.79 -3.15
C -3.53 -2.90 -2.79
I -1.52 -3.64 -2.89
H -4.10 -3.40 -3.56
H -3.91 -3.10 -1.80
C -0.24 1.53 2.82
C -1.00 0.58 1.92
C -2.50 0.71 2.16
O -0.76 0.93 0.53
B -0.71 -0.23 -0.20
O -0.70 -1.34 0.60
C -0.50 -0.90 1.98
C -1.28 -1.80 2.91
C 1.00 -1.01 2.25
H -0.66 2.53 2.73
H 0.82 1.58 2.57
H -0.34 1.22 3.86
H -2.80 1.73 1.90
H -2.75 0.53 3.20
H -3.06 0.02 1.52
H -2.34 -1.84 2.66
H -1.18 -1.45 3.94
H -0.88 -2.81 2.86
H 1.56 -0.35 1.60
H 1.32 -2.03 2.05
H 1.23 -0.77 3.29
*
```

## Properties
energy = -98330.758 eV
HOMO-LUMO gap = 7.574 eV
lowest unoccupied orbital energy = -4.25 eV
E_HOMO = -11.8 eV
energy above the lowest of the compared OMol25 structures with the same formula, charge and spin = 22.6 kJ/mol

Löwdin population analysis, charges in e, atoms 1 to 4: 1.25 0.68 -0.70 -0.40



(4)
ORCA calculation (ωB97M-V/def2-TZVPD) on C13H14BIrNO2 as an isolated structure in a non-equilibrium geometry.

Structure (ORCA input):
```
! wB97M-V def2-TZVPD RIJCOSX def2/J DEFGRID3
* xyz 0 6
C -0.97 1.50 -1.73
C -2.00 0.73 -1.07
C -1.41 -0.56 -0.69
C -0.10 -0.60 -1.27
C 0.18 0.66 -1.87
Ir -0.43 1.12 0.32
N 2.30 -0.76 -0.72
C -0.71 2.50 1.59
C -1.67 1.37 1.79
H -1.89 -1.36 -0.14
H -2.99 1.08 -0.80
H 0.46 -1.53 -1.37
H 1.06 0.91 -2.47
H -1.05 2.53 -2.07
H -2.77 1.54 1.58
H 0.05 2.61 2.35
H 2.67 0.19 -0.59
H -1.56 0.75 2.67
H -1.22 3.38 1.24
O 2.24 -2.07 1.59
B 2.54 -1.79 0.14
O 3.10 -3.01 -0.50
C 3.15 -3.89 0.48
C 3.56 -5.19 0.37
C 3.45 -5.98 1.49
C 2.95 -5.48 2.68
C 2.56 -4.15 2.82
C 2.65 -3.34 1.71
H 3.93 -5.53 -0.58
H 3.73 -7.02 1.38
H 2.84 -6.14 3.53
H 2.22 -3.75 3.76
*
```

## Properties
energy = -22800.371 eV
HOMO-LUMO gap (alpha / beta) = 4.317 / 6.384 eV
<S²> = 8.808
lowest unoccupied orbital energy (alpha / beta) = 0.37 / -2.54 eV
E_HOMO (alpha / beta) = -3.9 / -8.9 eV
energy above the lowest of the compared OMol25 structures with the same formula, charge and spin = 32.2 kJ/mol

Löwdin population analysis, charges in e, atoms 1 to 4: -0.24 -0.24 -0.22 -0.22



(5)
ORCA calculation (ωB97M-V/def2-TZVPD) on C13H14BrF6IN2O6S4Ti as an isolated structure in a non-equilibrium geometry.

Structure (ORCA input):
```
! wB97M-V def2-TZVPD RIJCOSX def2/J DEFGRID3
* xyz 0 1
Ti -0.73 0.51 -1.53
F 3.00 2.51 -0.95
C 2.76 1.28 -1.37
F 1.96 0.66 -0.48
F 3.90 0.60 -1.41
S 2.00 1.27 -3.10
O 0.91 0.28 -2.96
O 3.07 0.92 -3.96
N 1.44 2.74 -3.32
S 0.03 2.92 -2.61
O 0.13 2.48 -1.19
O -1.10 2.34 -3.30
C -0.16 4.75 -2.53
F -0.23 5.24 -3.75
F -1.28 5.00 -1.87
F 0.86 5.28 -1.88
C -4.07 -2.09 -0.98
O -3.24 -1.05 -0.48
C -2.81 -0.09 -1.38
S -2.84 1.53 -0.83
S -2.41 -0.51 -3.00
H -4.75 -2.36 -0.18
H -3.49 -2.97 -1.27
H -4.63 -1.75 -1.86
Br -1.85 -1.52 4.58
C -0.67 -0.05 4.74
C -0.26 0.30 6.02
C 0.60 1.36 6.21
C 1.07 2.08 5.12
C 0.66 1.73 3.84
C -0.21 0.67 3.64
I -0.84 0.27 1.71
H -0.63 -0.27 6.87
H 0.90 1.63 7.22
H 1.75 2.91 5.26
H 1.02 2.29 2.99
C 0.60 -4.74 -1.31
N 0.69 -3.33 -0.94
C 1.98 -2.79 -0.51
C -0.29 -2.50 -1.22
O -0.21 -1.29 -0.98
H 1.02 -5.35 -0.52
H 1.14 -4.92 -2.24
H -0.45 -5.01 -1.45
H 2.65 -3.63 -0.32
H 1.85 -2.20 0.39
H 2.39 -2.16 -1.30
H -1.22 -2.92 -1.62
*
```

## Properties
energy = -189877.282 eV
HOMO-LUMO gap (alpha / beta) = 7.032 / 6.867 eV
lowest unoccupied orbital energy (alpha / beta) = -0.15 / -0.09 eV
E_HOMO (alpha / beta) = -7.2 / -7.0 eV
energy above the lowest of the compared OMol25 structures with the same formula, charge and spin = 301.7 kJ/mol

Löwdin population analysis, charges in e, atoms 1 to 4: 0.46 0.16 -0.65 0.08



(6)
ORCA calculation (ωB97M-V/def2-TZVPD) on C13H14BrInN2O3 as an isolated structure in a non-equilibrium geometry.

Structure (ORCA input):
```
! wB97M-V def2-TZVPD RIJCOSX def2/J DEFGRID3
* xyz 2 1
In 0.56 0.30 0.23
O -0.01 4.41 4.79
C -0.03 3.67 3.70
C -1.18 3.37 2.97
C -1.08 2.57 1.86
N 0.11 2.07 1.44
C 1.20 2.39 2.15
Br 2.80 1.69 1.44
C 1.21 3.17 3.27
H -0.89 4.74 5.03
H -2.15 3.75 3.26
H -1.95 2.32 1.28
H 2.12 3.40 3.81
C -0.03 -3.38 2.55
O 0.15 -2.38 1.46
C 0.32 -1.14 1.89
O 0.37 -0.69 2.99
H -0.33 -4.28 2.03
H -0.81 -3.03 3.22
H 0.92 -3.50 3.06
C -0.32 -2.33 -5.50
C -0.15 -1.62 -4.19
C 0.59 -0.44 -4.09
C 0.74 0.18 -2.87
N 0.19 -0.33 -1.74
C -0.54 -1.47 -1.83
C -0.73 -2.12 -3.02
H 0.10 -1.76 -6.33
H -1.37 -2.52 -5.70
H 0.18 -3.30 -5.46
H 1.05 0.00 -4.96
H 1.30 1.10 -2.78
H -0.98 -1.85 -0.91
H -1.33 -3.02 -3.05
*
```

## Properties
energy = -98031.546 eV
HOMO-LUMO gap = 8.359 eV
lowest unoccupied orbital energy = -7.46 eV
E_HOMO = -15.8 eV

Löwdin population analysis, charges in e, atoms 1 to 4: 1.13 0.16 -0.26 0.06



(7)
ORCA calculation (ωB97M-V/def2-TZVPD) on C13H14FIrN as an isolated structure in a non-equilibrium geometry.

Structure (ORCA input):
```
! wB97M-V def2-TZVPD RIJCOSX def2/J DEFGRID3
* xyz 0 6
C -0.57 0.81 -2.90
C 0.73 0.53 -2.47
C 0.88 1.19 -1.12
C -0.33 1.86 -0.82
C -1.43 1.49 -1.80
Ir -0.12 -0.76 -0.98
N -2.35 0.61 -0.90
C 0.82 -2.55 -1.20
C 1.76 -1.43 -1.18
H 1.82 1.19 -0.58
H 1.57 0.12 -3.07
H -0.47 2.49 0.08
H -2.03 2.41 -2.28
H -0.97 0.48 -3.87
H 2.21 -1.12 -2.14
H 0.72 -3.10 -0.28
H -3.25 0.09 -1.36
H 2.45 -1.40 -0.31
H 0.52 -2.94 -2.20
F -0.03 0.25 5.20
C -0.08 0.13 3.82
C 1.05 -0.15 3.07
C 0.92 -0.20 1.66
C -0.32 -0.39 1.02
C -1.43 0.05 1.77
C -1.33 0.16 3.20
H 2.00 -0.14 3.61
H 1.82 -0.27 1.07
H -2.36 0.17 1.19
H -2.20 0.44 3.80
*
```

## Properties
energy = -20743.005 eV
HOMO-LUMO gap (alpha / beta) = 6.037 / 6.565 eV
<S²> = 8.788
lowest unoccupied orbital energy (alpha / beta) = 0.46 / -1.97 eV
E_HOMO (alpha / beta) = -5.6 / -8.5 eV
energy above the lowest of the compared OMol25 structures with the same formula, charge and spin = 149.7 kJ/mol

Löwdin population analysis, charges in e, atoms 1 to 4: -0.11 -0.31 -0.25 -0.14



(8)
ORCA calculation (ωB97M-V/def2-TZVPD) on C13H14HgN5O4S as an isolated structure.

Structure (ORCA input):
```
! wB97M-V def2-TZVPD RIJCOSX def2/J DEFGRID3
* xyz -2 2
Hg 0.16 -0.43 0.25
C -0.25 -1.34 2.24
C -1.23 -0.53 2.92
C -0.60 0.19 3.91
C 0.80 -0.17 3.91
C 1.01 -1.11 2.93
H -0.48 -2.31 1.80
H -2.27 -0.47 2.65
H -1.06 0.93 4.54
H 1.55 0.25 4.57
H 1.93 -1.60 2.68
N 0.79 2.54 1.75
N -0.36 3.35 1.95
C -1.52 2.86 1.30
N -2.63 3.68 1.52
N -1.48 1.72 0.71
N -2.53 1.20 0.05
O -3.66 1.83 -0.07
O -2.37 0.01 -0.40
H 0.75 1.70 2.32
H 1.59 3.09 2.02
H -0.59 3.45 2.93
H -2.41 4.65 1.31
H -3.39 3.30 0.95
O 2.86 -3.62 -1.37
C 1.84 -2.89 -1.36
O 1.03 -2.72 -0.42
C 1.50 -2.21 -2.70
C 1.46 -3.06 -3.80
C 1.13 -2.61 -5.07
C 0.85 -1.26 -5.25
C 0.91 -0.40 -4.17
C 1.23 -0.85 -2.88
S 1.37 0.43 -1.65
H 1.71 -4.10 -3.64
H 1.10 -3.30 -5.91
H 0.59 -0.87 -6.23
H 0.68 0.65 -4.29
*
```

## Properties
energy = -44355.541 eV
HOMO-LUMO gap (alpha / beta) = 5.126 / 7.261 eV
<S²> = 0.768
lowest unoccupied orbital energy (alpha / beta) = 5.30 / 5.29 eV
E_HOMO (alpha / beta) = 0.2 / -2.0 eV
energy above the lowest of the compared OMol25 structures with the same formula, charge and spin = 0.0 kJ/mol

Löwdin population analysis, charges in e, atoms 1 to 4: 0.98 -0.36 -0.18 -0.19



(9)
ORCA calculation (ωB97M-V/def2-TZVPD) on C13H14IN3PbS as an isolated structure in a non-equilibrium geometry.

Structure (ORCA input):
```
! wB97M-V def2-TZVPD RIJCOSX def2/J DEFGRID3
* xyz 2 1
C 1.23 4.49 1.79
C 3.64 0.36 0.33
H 1.18 4.77 0.74
H 2.22 4.11 2.08
H 1.06 5.39 2.40
H 3.26 -0.05 -0.61
H 4.67 0.73 0.17
H 3.65 -0.43 1.10
C -2.42 1.49 -0.40
C -3.71 1.31 -0.92
C -4.00 0.10 -1.56
C -3.00 -0.88 -1.62
H -2.15 2.42 0.10
H -4.45 2.11 -0.82
H -4.98 -0.10 -2.00
H -3.16 -1.84 -2.10
N -1.47 0.56 -0.46
C -1.73 -0.62 -1.04
C -0.63 -1.62 -1.03
N 0.46 -1.32 -0.32
C 1.44 -2.21 -0.21
C 0.30 -3.77 -1.64
C 1.42 -3.45 -0.87
H 2.28 -1.93 0.42
H 2.27 -4.12 -0.77
C -0.75 -2.85 -1.71
H -1.65 -3.04 -2.29
H 0.22 -4.72 -2.17
Pb 2.37 1.98 0.97
I -0.48 3.26 2.33
S -0.08 -0.77 4.07
C 1.05 0.03 3.31
N 1.96 0.59 2.75
*
```

## Properties
energy = -42340.793 eV
HOMO-LUMO gap (alpha / beta) = 2.860 / 2.976 eV
lowest unoccupied orbital energy (alpha / beta) = -10.99 / -10.90 eV
E_HOMO (alpha / beta) = -13.9 / -13.9 eV
energy above the lowest of the compared OMol25 structures with the same formula, charge and spin = 135.5 kJ/mol

Löwdin population analysis, charges in e, atoms 1 to 4: -0.63 -0.23 0.02 -0.06



(10)
ORCA calculation (ωB97M-V/def2-TZVPD) on C13H14IrN4O3 as an isolated structure.

Structure (ORCA input):
```
! wB97M-V def2-TZVPD RIJCOSX def2/J DEFGRID3
* xyz 1 5
Ir 0.03 0.04 -0.21
N 2.31 0.17 0.28
C 2.51 0.36 1.73
C 1.44 -0.39 2.53
O 1.69 -0.93 3.58
N 0.19 -0.32 1.93
C -0.85 -1.05 2.48
C -1.24 -2.25 1.36
O -1.61 -3.27 1.86
O -1.11 -1.84 0.18
H 2.70 -0.72 0.00
H 2.81 0.89 -0.24
H 2.40 1.42 1.97
H 3.48 0.02 2.07
H -1.80 -0.51 2.47
H -0.63 -1.52 3.44
N -0.40 0.15 -2.49
C -1.11 1.36 -2.82
C -1.33 1.76 -4.11
C -2.07 2.92 -4.40
C -2.61 3.66 -3.39
C -2.39 3.30 -2.04
C -2.90 4.02 -0.95
C -2.62 3.63 0.33
C -1.79 2.51 0.52
N -1.31 1.80 -0.48
C -1.61 2.15 -1.76
H 0.30 -0.05 -3.20
H -1.04 -0.64 -2.49
H -0.94 1.16 -4.93
H -2.22 3.21 -5.43
H -3.20 4.54 -3.60
H -3.51 4.90 -1.13
H -2.99 4.17 1.19
H -1.50 2.20 1.52
*
```

## Properties
energy = -28641.875 eV
HOMO-LUMO gap (alpha / beta) = 7.016 / 6.942 eV
<S²> = 6.016
lowest unoccupied orbital energy (alpha / beta) = -3.85 / -5.42 eV
E_HOMO (alpha / beta) = -10.9 / -12.4 eV
energy above the lowest of the compared OMol25 structures with the same formula, charge and spin = 22.8 kJ/mol

Löwdin population analysis, charges in e, atoms 1 to 4: 1.36 -0.09 -0.15 -0.49



(11)
ORCA calculation (ωB97M-V/def2-TZVPD) on one molecule with the formula C13H14N2O3S.

Structure (ORCA input):
```
! wB97M-V def2-TZVPD RIJCOSX def2/J DEFGRID3
* xyz 0 1
C -6.22 0.01 -0.31
C -4.74 0.00 -0.13
C -3.98 1.14 -0.35
C -2.61 1.14 -0.16
C -1.96 -0.02 0.26
N -0.58 -0.09 0.47
C 0.36 0.87 0.31
O 0.15 2.00 -0.08
C 1.78 0.40 0.65
C 2.68 0.62 -0.57
N 4.04 0.17 -0.31
C 4.33 -1.17 -0.33
O 3.53 -2.03 -0.54
C 5.80 -1.40 -0.04
S 6.56 0.22 0.26
C 5.03 1.08 -0.02
O 4.90 2.26 0.05
C -2.72 -1.17 0.48
C -4.08 -1.16 0.29
H -6.52 0.79 -1.00
H -6.57 -0.95 -0.69
H -6.71 0.20 0.64
H -4.46 2.04 -0.68
H -2.03 2.04 -0.34
H -0.26 -1.01 0.77
H 2.14 1.00 1.48
H 1.80 -0.65 0.93
H 2.30 0.05 -1.42
H 2.71 1.68 -0.82
H 5.92 -2.04 0.83
H 6.28 -1.88 -0.90
H -2.22 -2.07 0.81
H -4.65 -2.06 0.47
*
```

## Properties
energy = -33668.020 eV
HOMO-LUMO gap = 8.906 eV
lowest unoccupied orbital energy = 0.48 eV
E_HOMO = -8.4 eV
SMILES string = Cc1ccc(NC(=O)CCN2C(=O)CSC2=O)cc1
energy above the lowest of the compared OMol25 structures with the same formula, charge and spin = 0.0 kJ/mol

Löwdin population analysis, charges in e, atoms 1 to 4: -0.06 -0.29 -0.04 0.00



(12)
ORCA calculation (ωB97M-V/def2-TZVPD) on one molecule with the formula C13H14N2O4S2.

Structure (ORCA input):
```
! wB97M-V def2-TZVPD RIJCOSX def2/J DEFGRID3
* xyz 0 1
C -0.59 -0.99 -3.97
C -0.97 -1.49 -2.58
O 0.16 -1.28 -1.75
C 0.18 -1.79 -0.49
C -0.83 -2.52 0.10
C -0.67 -3.02 1.39
C 0.50 -2.79 2.09
C 1.50 -2.04 1.51
C 1.36 -1.52 0.23
N 2.34 -0.72 -0.36
S 1.96 0.79 -1.01
O 2.94 1.67 -0.45
O 1.85 0.77 -2.44
C 0.36 1.18 -0.31
C -0.70 1.57 -1.06
S -2.10 1.79 -0.11
C -1.24 1.35 1.34
C -1.86 1.28 2.68
N -3.15 1.67 2.76
O -1.23 0.89 3.64
C 0.06 1.06 1.06
H -1.47 -0.87 -4.58
H -0.06 -0.05 -3.87
H 0.09 -1.70 -4.45
H -1.23 -2.56 -2.61
H -1.83 -0.93 -2.19
H -1.75 -2.72 -0.43
H -1.47 -3.59 1.84
H 0.62 -3.18 3.08
H 2.42 -1.83 2.05
H 3.16 -0.61 0.22
H -0.72 1.72 -2.12
H -3.66 2.01 1.96
H -3.60 1.64 3.66
H 0.77 0.78 1.82
*
```

## Properties
energy = -46548.451 eV
HOMO-LUMO gap = 8.467 eV
lowest unoccupied orbital energy = 0.03 eV
E_HOMO = -8.4 eV
SMILES string = CCOc1ccccc1NS(=O)(=O)c1csc(C(N)=O)c1
energy above the lowest of the compared OMol25 structures with the same formula, charge and spin = 28.2 kJ/mol

Löwdin population analysis, charges in e, atoms 1 to 4: -0.05 -0.24 -0.09 -0.23